Record 1
ORCA calculation (wB97M-V/def2-TZVPD) on a cluster of 2 separate species, C26H23N2O2 in total in a non-equilibrium geometry.

Bonds (Å) are listed after each position.
Cartesian coordinates (Å):
1 O 2.34 0.50 1.79  C2 1.225
2 C 2.17 1.02 0.69  O1 1.225, C3 1.579, C7 1.459
3 C 3.36 1.96 0.25  C2 1.579, C4 1.539, H10 1.114, H11 1.105
4 C 2.93 3.37 -0.18  C3 1.539, C5 1.541, H12 1.116, H13 1.114
5 C 1.83 3.26 -1.26  C4 1.541, C6 1.549, H14 1.103, H15 1.103
6 C 0.59 2.44 -0.83  C5 1.549, C7 1.578, H16 1.135, H17 1.097
7 C 0.90 1.13 -0.01  C2 1.459, C6 1.578, C24 1.460
8 N 0.08 2.06 1.85  N9 1.135
9 N -0.73 1.60 2.50  N8 1.135
10 H 4.13 2.11 1.04  C3 1.114
11 H 3.89 1.44 -0.56  C3 1.105
12 H 2.65 4.09 0.63  C4 1.116
13 H 3.81 3.82 -0.70  C4 1.114
14 H 1.54 4.26 -1.62  C5 1.103
15 H 2.26 2.73 -2.12  C5 1.103
16 H -0.05 3.12 -0.19  C6 1.135
17 H 0.08 2.19 -1.77  C6 1.097
18 C -0.99 -4.22 4.85  O19 1.478, H39 1.103, H40 1.113, H41 1.132
19 O 0.17 -3.73 4.08  C18 1.478, C20 1.351
20 C 0.00 -2.83 3.09  O19 1.351, C21 1.423, C38 1.425
21 C 1.13 -2.53 2.28  C20 1.423, C22 1.368, H42 1.095
22 C 1.00 -1.63 1.26  C21 1.368, C23 1.379, H43 1.061
23 C -0.16 -0.96 0.93  C22 1.379, C24 1.537, C37 1.403
24 C -0.09 0.07 -0.21  C7 1.460, C23 1.537, C25 1.566, C32 1.541
25 C -1.52 0.60 -0.56  C24 1.566, C26 1.401, C30 1.369
26 C -1.74 0.55 -1.94  C25 1.401, C27 1.413, C31 1.456
27 C -2.85 1.13 -2.60  C26 1.413, C28 1.416, H44 1.082
28 C -3.85 1.74 -1.80  C27 1.416, C29 1.400, H45 1.079
29 C -3.67 1.67 -0.42  C28 1.400, C30 1.401, H46 1.107
30 C -2.56 1.07 0.19  C25 1.369, C29 1.401, H47 1.090
31 C -0.64 -0.20 -2.54  C26 1.456, C32 1.409, C36 1.402
32 C 0.26 -0.62 -1.54  C24 1.541, C31 1.409, C33 1.377
33 C 1.11 -1.66 -1.86  C32 1.377, C34 1.401, H48 1.087
34 C 1.20 -2.08 -3.19  C33 1.401, C35 1.389, H49 1.097
35 C 0.41 -1.59 -4.23  C34 1.389, C36 1.401, H50 1.092
36 C -0.53 -0.62 -3.87  C31 1.402, C35 1.401, H51 1.087
37 C -1.30 -1.35 1.65  C23 1.403, C38 1.407, H52 1.078
38 C -1.25 -2.23 2.75  C20 1.425, C37 1.407, H53 1.111
39 H -0.56 -4.97 5.52  C18 1.103
40 H -1.48 -3.39 5.41  C18 1.113
41 H -1.75 -4.66 4.13  C18 1.132
42 H 2.12 -2.94 2.54  C21 1.095
43 H 1.85 -1.47 0.64  C22 1.061
44 H -2.92 1.05 -3.67  C27 1.082
45 H -4.70 2.22 -2.25  C28 1.079
46 H -4.45 2.10 0.24  C29 1.107
47 H -2.56 1.00 1.28  C30 1.090
48 H 1.74 -2.12 -1.11  C33 1.087
49 H 1.93 -2.88 -3.36  C34 1.097
50 H 0.55 -1.98 -5.24  C35 1.092
51 H -1.24 -0.25 -4.62  C36 1.087
52 H -2.27 -1.01 1.32  C37 1.078
53 H -2.17 -2.38 3.35  C38 1.111

Summary:
* total charge: +1
* spin multiplicity: 1



Record 2
ORCA calculation (wB97M-V/def2-TZVPD) on the molecule C26H23N3O4.

Bonds (Å) are listed after each position.
Cartesian coordinates (Å):
1 C 4.45 2.61 -0.48  O2 1.405, H54 1.095, H55 1.089, H56 1.095
2 O 3.81 1.40 -0.16  C1 1.405, C3 1.376
3 C 2.46 1.41 0.12  O2 1.376, C4 1.388, C8 1.408
4 C 1.69 2.57 0.06  C3 1.388, C5 1.384, H53 1.078
5 C 0.33 2.55 0.30  C4 1.384, C6 1.383, H52 1.081
6 C -0.31 1.36 0.61  C5 1.383, C7 1.385, C15 1.518
7 C 0.46 0.21 0.70  C6 1.385, C8 1.390, H14 1.079
8 C 1.83 0.20 0.46  C3 1.408, C7 1.390, O9 1.362
9 O 2.40 -1.03 0.58  C8 1.362, C10 1.409
10 C 3.79 -1.21 0.49  O9 1.409, H11 1.091, H12 1.092, H13 1.090
11 H 4.18 -0.96 -0.50  C10 1.091
12 H 4.32 -0.62 1.25  C10 1.092
13 H 3.95 -2.27 0.68  C10 1.090
14 H 0.01 -0.74 0.95  C7 1.079
15 C -1.81 1.28 0.81  C6 1.518, C16 1.507, C41 1.510, H51 1.100
16 C -2.32 0.11 0.00  C15 1.507, C17 1.359, C21 1.449
17 C -2.88 -0.98 0.58  C16 1.359, N18 1.365, O39 1.351
18 N -3.23 -2.10 -0.13  C17 1.365, C19 1.286
19 C -2.88 -2.13 -1.36  N18 1.286, N20 1.340, H38 1.082
20 N -2.30 -1.13 -2.04  C19 1.340, C21 1.400, C24 1.455
21 C -2.06 0.10 -1.43  C16 1.449, N20 1.400, N22 1.276
22 N -1.63 1.04 -2.17  C21 1.276, H23 1.012
23 H -1.47 1.92 -1.68  N22 1.012
24 C -1.74 -1.35 -3.37  N20 1.455, C25 1.509, H36 1.092, H37 1.091
25 C -0.29 -1.75 -3.21  C24 1.509, C26 1.389, C30 1.388
26 C 0.69 -0.78 -3.09  C25 1.389, C27 1.383, H35 1.079
27 C 2.01 -1.15 -2.85  C26 1.383, C28 1.384, H34 1.080
28 C 2.35 -2.49 -2.74  C27 1.384, C29 1.384, H33 1.080
29 C 1.37 -3.46 -2.87  C28 1.384, C30 1.384, H32 1.080
30 C 0.05 -3.09 -3.09  C25 1.388, C29 1.384, H31 1.081
31 H -0.71 -3.86 -3.18  C30 1.081
32 H 1.63 -4.50 -2.78  C29 1.080
33 H 3.37 -2.77 -2.56  C28 1.080
34 H 2.77 -0.39 -2.76  C27 1.080
35 H 0.42 0.26 -3.16  C26 1.079
36 H -2.31 -2.12 -3.87  C24 1.092
37 H -1.81 -0.40 -3.90  C24 1.091
38 H -3.09 -3.04 -1.91  C19 1.082
39 O -3.16 -1.09 1.89  C17 1.351, C40 1.368
40 C -2.78 -0.06 2.72  O39 1.368, C41 1.391, C45 1.390
41 C -2.15 1.09 2.27  C15 1.510, C40 1.391, C42 1.389
42 C -1.82 2.06 3.20  C41 1.389, C43 1.379, H50 1.080
43 C -2.11 1.91 4.54  C42 1.379, C44 1.393, H49 1.077
44 C -2.75 0.76 4.98  C43 1.393, C45 1.386, O47 1.358
45 C -3.08 -0.23 4.06  C40 1.390, C44 1.386, H46 1.080
46 H -3.58 -1.14 4.37  C45 1.080
47 O -3.02 0.63 6.30  C44 1.358, H48 0.965
48 H -3.46 -0.21 6.47  O47 0.965
49 H -1.85 2.67 5.26  C43 1.077
50 H -1.32 2.96 2.86  C42 1.080
51 H -2.26 2.22 0.46  C15 1.100
52 H -0.23 3.47 0.23  C5 1.081
53 H 2.15 3.51 -0.19  C4 1.078
54 H 4.38 3.33 0.34  C1 1.095
55 H 5.49 2.35 -0.64  C1 1.089
56 H 4.04 3.05 -1.39  C1 1.095

Summary:
* spin multiplicity: 1
* SMILES string: [H]/N=c1\c2c(ncn1Cc1ccccc1)Oc1cc(O)ccc1[C@H]2c1ccc(OC)c(OC)c1



no.,frontier orbital gap (hartree),E_HOMO (eV)
1,0.1703,-11.055
2,0.3213,-8.029